1.
This record from OMol25 describes an isolated ion of composition C5H10NOS and charge -1 at a distorted geometry. The level of theory is ωB97M-V/def2-TZVPD.

```
! wB97M-V def2-TZVPD RIJCOSX def2/J DEFGRID3
* xyz -1 1
S 3.59 -1.47 -1.11
O -1.92 1.26 -0.68
N 0.31 0.93 -0.60
C -0.95 0.70 -0.19
C -2.54 -0.43 1.42
C -1.10 -0.35 0.91
C 1.60 0.25 -0.23
C 2.36 -0.13 -1.47
H -0.31 -0.22 1.65
H -0.86 -1.28 0.39
H 1.37 -0.65 0.30
H 0.41 1.64 -1.31
H 2.08 0.99 0.42
H 1.71 -0.55 -2.24
H -2.88 0.57 1.70
H -2.58 -1.08 2.30
H 2.91 0.69 -1.90
H -3.19 -0.86 0.66
*
```

## Properties
**Maximum force**: 1.9 eV/Å
**LUMO**: 0.1264 Ha
**Energy**: -724.7494 Ha
**Energy relative to the best compared isomer or geometry (same formula, charge and spin)**: 2.5 kcal per mole
**Gap between HOMO and LUMO**: 6.07 eV
**Highest occupied orbital energy**: -2.64 eV

Löwdin atomic charge list, values in e, 4 entries: 0.043, 0.005, 0.052, -0.531


2.
This record from OMol25 describes C5H10NOS as an isolated structure at a distorted geometry. The level of theory is ωB97M-V/def2-TZVPD.

```
! wB97M-V def2-TZVPD RIJCOSX def2/J DEFGRID3
* xyz 1 1
S 3.00 1.41 -0.32
O 0.54 -1.60 0.10
N -0.97 0.43 -0.36
C 2.90 -1.70 -0.02
C 0.01 1.27 0.29
C 1.73 0.45 0.03
C -2.37 0.83 -0.24
C 1.56 -0.97 0.14
H -2.68 1.60 -0.92
H -0.70 -0.45 0.08
H -2.61 1.41 0.59
H -3.13 0.07 -0.35
H 0.25 2.30 -0.07
H -0.65 0.20 -1.36
H -0.32 1.28 1.35
H 2.93 -2.58 -0.63
H 3.73 -0.96 -0.39
H 3.22 -2.18 0.90
*
```

## Properties
**Maximum force**: 6.0 eV/Å
**LUMO**: -0.2227 Ha
**Energy**: -724.3323 Ha
**Energy relative to the best compared isomer or geometry (same formula, charge and spin)**: 65.3 kcal per mole
**Gap between HOMO and LUMO**: 7.27 eV
**Highest occupied orbital energy**: -13.33 eV

Löwdin atomic charge list, values in e, 4 entries: 0.918, 0.106, -0.058, -0.023


3.
This record from OMol25 describes C5H10NOS as an isolated structure at a distorted geometry. The level of theory is ωB97M-V/def2-TZVPD.

```
! wB97M-V def2-TZVPD RIJCOSX def2/J DEFGRID3
* xyz 1 1
S 1.31 -0.44 1.51
O 1.04 -1.72 2.16
N 3.34 -0.32 -0.99
C -0.06 -0.20 0.30
C 0.46 0.70 -0.81
C -0.83 0.61 1.41
C 4.23 -0.04 -1.66
C -0.98 -1.47 0.22
H -1.62 0.13 1.79
H 0.76 0.11 -1.57
H -0.98 -1.72 -0.81
H 1.21 1.24 -0.45
H -0.62 -2.16 0.94
H -0.44 1.25 -1.13
H -2.00 -1.23 0.45
H -0.35 1.03 2.23
H -1.24 1.58 1.06
H 5.06 0.24 -2.24
*
```

## Properties
**Maximum force**: 5.3 eV/Å
**LUMO**: -0.2621 Ha
**Energy**: -724.2869 Ha
**Energy relative to the best compared isomer or geometry (same formula, charge and spin)**: 93.8 kcal per mole
**Gap between HOMO and LUMO**: 8.59 eV
**Highest occupied orbital energy**: -15.72 eV

Löwdin atomic charge list, values in e, 4 entries: 1.267, -0.337, 0.074, -0.600


4.
This record from OMol25 describes C5H10NOS as an isolated structure at a distorted geometry. The level of theory is ωB97M-V/def2-TZVPD.

```
! wB97M-V def2-TZVPD RIJCOSX def2/J DEFGRID3
* xyz 1 1
S 0.44 0.66 -0.26
O 0.75 1.39 -1.46
N 0.62 1.63 1.21
C 0.50 2.84 1.12
C 0.05 -1.50 0.71
C -1.43 -1.01 -1.41
C 1.43 -0.84 0.23
C -0.93 -0.60 -0.04
H -1.69 -0.22 0.52
H -0.08 -2.47 0.40
H -1.07 -0.36 -2.23
H -0.07 -1.42 1.82
H 2.19 -0.57 1.03
H 0.93 3.53 1.85
H 1.67 -1.14 -0.84
H -2.56 -1.16 -1.51
H -1.02 -2.04 -1.38
H 0.29 3.31 0.23
*
```

## Properties
**Maximum force**: 4.4 eV/Å
**LUMO**: -0.1471 Ha
**Energy**: -724.3051 Ha
**Energy relative to the best compared isomer or geometry (same formula, charge and spin)**: 82.4 kcal per mole
**Gap between HOMO and LUMO**: 11.10 eV
**Highest occupied orbital energy**: -15.10 eV

Löwdin atomic charge list, values in e, 4 entries: 0.988, -0.283, -0.081, -0.022


5.
This record from OMol25 describes a 2-piece molecular cluster, C5H10NPS overall at a distorted geometry. The level of theory is ωB97M-V/def2-TZVPD.

```
! wB97M-V def2-TZVPD RIJCOSX def2/J DEFGRID3
* xyz 0 1
S 2.14 -0.57 0.36
P 0.16 0.02 0.32
N 0.36 1.79 -2.01
C 0.17 -3.05 -1.31
C -0.77 -2.21 -1.75
C 0.19 1.14 -1.09
C -0.75 2.58 1.37
C 0.03 1.31 1.61
H -1.28 -1.51 -1.15
H 1.92 -1.82 0.47
H -0.37 3.12 0.51
H -0.82 -2.07 -2.78
H 0.59 -3.80 -2.11
H -0.20 0.92 2.54
H 1.01 1.74 1.85
H -1.92 2.43 1.18
H -0.70 3.07 2.29
H 0.24 -3.09 -0.29
*
```

## Properties
**Maximum force**: 4.3 eV/Å
**LUMO**: 0.0170 Ha
**Energy**: -990.7271 Ha
**Energy relative to the best compared isomer or geometry (same formula, charge and spin)**: 30.0 kcal per mole
**Gap between HOMO and LUMO**: 9.92 eV
**Highest occupied orbital energy**: -9.46 eV

Löwdin atomic charge list, values in e, 4 entries: 0.487, 0.601, 0.103, -0.097


6.
This record from OMol25 describes a 2-piece molecular cluster, C5H10NS overall at a distorted geometry. The level of theory is ωB97M-V/def2-TZVPD.

```
! wB97M-V def2-TZVPD RIJCOSX def2/J DEFGRID3
* xyz 0 2
S 1.00 -0.02 0.52
N -2.24 -0.67 0.63
C -2.58 1.70 0.95
C -1.61 -1.28 1.53
C 2.48 -0.16 -0.48
C -2.02 0.68 0.32
C 2.23 -0.50 -1.95
H 1.49 0.20 -2.35
H 3.01 0.79 -0.40
H -1.53 0.85 -0.64
H -2.45 2.71 0.59
H -0.98 -0.78 2.27
H 3.16 -0.45 -2.51
H 1.77 -1.48 -2.07
H -1.84 -2.33 1.70
H 3.21 -0.85 -0.03
H -3.09 1.60 1.90
*
```

## Properties
**Maximum force**: 1.1 eV/Å
**LUMO (alpha / beta)**: 0.0315 / -0.0706 Ha
**Energy**: -649.3412 Ha
**Energy relative to the best compared isomer or geometry (same formula, charge and spin)**: 2.1 kcal per mole
**Gap between HOMO and LUMO (alpha / beta)**: 9.68 / 6.88 eV
**Highest occupied orbital energy (alpha / beta)**: -8.82 / -8.80 eV
**<S²>**: 0.753

Löwdin atomic charge list, values in e, 4 entries: 0.742, -0.025, 0.001, -0.114


7.
This record from OMol25 describes an isolated ion of composition C5H10NS and charge +1 at a distorted geometry. The level of theory is ωB97M-V/def2-TZVPD.

```
! wB97M-V def2-TZVPD RIJCOSX def2/J DEFGRID3
* xyz 1 1
S 0.30 2.26 1.12
N -1.36 0.04 1.30
C -0.56 0.29 -1.73
C 0.65 0.18 -0.77
C 1.07 -1.36 -0.50
C 0.04 0.79 0.38
C -1.23 -0.41 2.44
H 1.51 0.78 -1.06
H 2.08 -1.59 -0.31
H 1.12 2.88 0.20
H 0.79 -1.91 -1.33
H -1.18 1.28 -1.64
H -2.13 -0.93 2.94
H -0.05 0.27 -2.69
H -0.20 -0.24 2.97
H -1.25 -0.59 -1.66
H 0.42 -1.72 0.33
*
```

## Properties
**Maximum force**: 5.0 eV/Å
**LUMO**: -0.2055 Ha
**Energy**: -649.0503 Ha
**Energy relative to the best compared isomer or geometry (same formula, charge and spin)**: 109.8 kcal per mole
**Gap between HOMO and LUMO**: 8.82 eV
**Highest occupied orbital energy**: -14.41 eV

Löwdin atomic charge list, values in e, 4 entries: 1.022, 0.037, -0.045, -0.399


8.
This record from OMol25 describes an isolated ion of composition C5H10NS and charge +1 at a distorted geometry. The level of theory is ωB97M-V/def2-TZVPD.

```
! wB97M-V def2-TZVPD RIJCOSX def2/J DEFGRID3
* xyz 1 1
S 2.35 -0.63 0.20
N 0.66 1.88 0.57
C -0.48 -0.24 0.59
C -1.83 -0.85 0.34
C 0.64 -0.68 -0.43
C -0.06 1.02 -0.05
C 0.29 0.50 -1.37
H 1.08 1.02 -1.91
H 0.45 -1.66 -0.87
H -2.60 -0.23 0.81
H 0.62 1.99 1.57
H -1.89 -1.84 0.79
H 2.32 -1.82 0.78
H -2.06 -0.94 -0.72
H -0.53 0.25 -2.04
H -0.22 -0.29 1.66
H 1.26 2.54 0.08
*
```

## Properties
**Maximum force**: 1.6 eV/Å
**LUMO**: -0.1535 Ha
**Energy**: -649.1706 Ha
**Energy relative to the best compared isomer or geometry (same formula, charge and spin)**: 34.4 kcal per mole
**Gap between HOMO and LUMO**: 9.33 eV
**Highest occupied orbital energy**: -13.51 eV

Löwdin atomic charge list, values in e, 4 entries: 0.826, 0.249, -0.250, -0.019


9.
This record from OMol25 describes C5H10NiO3 as an isolated structure at a distorted geometry. The level of theory is ωB97M-V/def2-TZVPD.

```
! wB97M-V def2-TZVPD RIJCOSX def2/J DEFGRID3
* xyz 0 3
Ni 0.02 1.26 0.10
O 0.79 -0.55 0.07
O 1.81 1.90 0.00
O -1.74 0.47 -0.06
C 2.15 -0.49 -0.29
C -0.36 -1.47 -0.04
C -1.56 -0.87 0.57
C 2.69 0.84 0.26
C -3.07 0.85 -0.32
H -0.45 -1.63 -1.12
H -1.39 -0.66 1.64
H 3.68 1.01 -0.20
H 2.69 -1.36 0.11
H 2.86 0.72 1.35
H 2.19 -0.47 -1.39
H -3.52 1.29 0.58
H -3.66 -0.03 -0.62
H -3.07 1.59 -1.13
H -0.06 -2.39 0.49
*
```

## Properties
**Maximum force**: 2.5 eV/Å
**LUMO (alpha / beta)**: 0.0040 / -0.0355 Ha
**Energy**: -1930.3566 Ha
**Energy relative to the best compared isomer or geometry (same formula, charge and spin)**: 54.5 kcal per mole
**Gap between HOMO and LUMO (alpha / beta)**: 7.23 / 6.03 eV
**Highest occupied orbital energy (alpha / beta)**: -7.12 / -7.00 eV
**<S²>**: 2.008

Löwdin atomic charge list, values in e, 4 entries: 0.936, -0.283, -0.295, -0.392


10.
This record from OMol25 describes one molecule with the formula C5H10O at a distorted geometry. The level of theory is ωB97M-V/def2-TZVPD.

```
! wB97M-V def2-TZVPD RIJCOSX def2/J DEFGRID3
* xyz 0 1
O 1.32 -0.10 -0.40
C 0.55 0.41 0.68
C -2.32 0.13 0.28
C -0.88 0.77 0.12
C -1.74 -0.19 -1.02
C 2.57 -0.64 -0.04
H -2.17 0.31 -1.91
H 0.98 1.38 1.03
H -0.70 1.72 -0.39
H -1.39 -1.20 -1.24
H -2.41 -0.71 0.97
H -3.21 0.77 0.28
H 3.28 0.12 0.31
H 2.99 -1.11 -0.94
H 0.64 -0.26 1.55
H 2.47 -1.41 0.73
*
```

## Properties
**Maximum force**: 3.0 eV/Å
**LUMO**: 0.0421 Ha
**Energy**: -271.6524 Ha
**Energy relative to the best compared isomer or geometry (same formula, charge and spin)**: 62.9 kcal per mole
**Gap between HOMO and LUMO**: 10.41 eV
**Highest occupied orbital energy**: -9.27 eV

Löwdin atomic charge list, values in e, 4 entries: -0.210, -0.220, -0.178, -0.120


Look up the energy of the third one. -724.2869 Ha